Density functional theory data (the ωB97M-V functional and the def2-TZVPD basis) for 11 unconnected molecules or ions with the total composition C52H59BFN12O.

The geometry in XYZ format:
```
126
Properties=species:S:1:pos:R:3:forces:R:3:lowdin_charge:R:1
N -1.173 0.661 0.671 0.8 -1.0 -1.3 0.259
B -2.083 -0.111 -0.040 -1.0 0.9 0.4 -0.683
O -3.365 0.327 -0.248 0.2 0.2 -1.0 0.164
N -1.762 -1.470 -0.678 0.8 -0.3 0.3 0.192
C -0.799 -2.348 0.058 -0.5 -0.7 -0.2 -0.112
C -0.963 -2.362 1.534 0.8 -0.2 0.4 -0.196
F -2.245 -2.700 1.879 -0.7 0.2 0.0 -0.012
H -1.123 1.615 0.289 0.0 0.4 1.1 0.078
H -0.252 0.250 0.763 0.2 0.4 0.2 0.074
H -3.399 0.766 -1.117 -0.5 -0.2 0.3 0.117
H -2.627 -1.966 -0.885 -0.1 0.0 0.1 0.176
H -1.339 -1.267 -1.595 -0.2 0.0 -0.2 0.133
H -0.969 -3.354 -0.285 -0.1 -0.4 -0.4 0.136
H 0.209 -2.123 -0.225 0.5 0.4 -0.2 0.098
H -0.321 -3.146 1.910 0.4 -0.3 0.1 0.136
H -0.648 -1.455 2.024 -0.3 0.5 0.3 0.103
N -0.489 3.524 0.846 0.0 0.1 0.0 0.024
C -0.799 4.783 0.530 0.0 -0.1 -0.1 -0.139
C -0.527 5.867 1.347 0.0 0.1 0.1 -0.058
C 0.099 5.635 2.560 0.0 0.0 0.0 -0.054
C 0.428 4.335 2.906 0.0 0.0 0.1 -0.055
C 0.114 3.321 2.019 0.0 -0.2 -0.1 -0.150
H -1.291 4.922 -0.426 0.0 0.1 0.0 0.101
H -0.802 6.866 1.037 0.0 0.0 -0.1 0.073
H 0.328 6.457 3.226 0.0 0.0 0.0 0.112
H 0.917 4.109 3.846 0.0 0.0 0.0 0.090
H 0.355 2.289 2.253 0.0 0.0 0.1 0.085
N 1.354 3.820 6.673 -0.1 0.0 0.0 0.044
C 0.118 3.383 6.905 0.0 -0.1 -0.1 -0.167
C -0.757 3.983 7.797 0.0 0.0 0.0 -0.072
C -0.323 5.100 8.491 0.0 0.0 0.0 -0.077
C 0.960 5.568 8.264 0.0 0.0 0.0 -0.070
C 1.754 4.895 7.348 0.1 0.0 -0.1 -0.156
H -0.181 2.505 6.342 -0.1 0.0 0.0 0.098
H -1.751 3.584 7.943 0.0 0.0 0.0 0.102
H -0.974 5.597 9.198 0.0 0.0 0.0 0.107
H 1.340 6.436 8.785 0.0 0.0 0.0 0.103
H 2.764 5.230 7.139 0.0 0.0 0.0 0.103
N 1.882 -0.276 3.055 -0.1 -0.1 -0.2 0.047
C 2.792 -0.681 2.170 -0.1 0.1 0.0 -0.169
C 3.786 -1.605 2.453 0.0 0.0 0.0 -0.069
C 3.842 -2.136 3.731 0.0 0.0 0.0 -0.069
C 2.907 -1.725 4.665 0.0 0.0 0.0 -0.060
C 1.951 -0.798 4.278 -0.1 0.1 0.1 -0.148
H 2.719 -0.234 1.182 0.1 0.0 0.0 0.091
H 4.498 -1.896 1.693 0.0 0.0 0.0 0.103
H 4.604 -2.858 3.994 0.0 0.0 0.0 0.111
H 2.917 -2.112 5.675 0.0 0.0 0.0 0.108
H 1.201 -0.449 4.979 0.0 0.0 0.0 0.106
N 1.322 -2.146 -2.347 0.0 0.2 0.1 0.039
C 1.713 -3.206 -3.057 -0.2 -0.1 0.0 -0.131
C 2.992 -3.346 -3.573 0.0 0.1 0.0 -0.052
C 3.912 -2.336 -3.346 0.0 0.0 0.0 -0.059
C 3.521 -1.227 -2.612 0.0 0.0 0.0 -0.063
C 2.223 -1.183 -2.135 -0.1 0.0 0.0 -0.169
H 0.961 -3.973 -3.209 0.1 -0.1 0.0 0.077
H 3.257 -4.227 -4.140 0.0 0.0 0.0 0.091
H 4.919 -2.410 -3.736 0.0 0.0 0.0 0.112
H 4.207 -0.416 -2.413 0.0 0.0 0.0 0.107
H 1.878 -0.334 -1.551 0.1 0.0 0.0 0.096
N -0.002 -6.198 -3.103 -0.1 0.0 0.0 0.040
C 0.566 -7.174 -2.397 0.0 0.1 0.1 -0.168
C 0.268 -8.516 -2.563 -0.1 0.0 0.0 -0.084
C -0.676 -8.868 -3.513 0.0 -0.1 0.0 -0.064
C -1.279 -7.867 -4.256 0.0 0.0 0.0 -0.062
C -0.907 -6.554 -4.014 0.0 0.1 0.0 -0.151
H 1.298 -6.854 -1.662 0.0 -0.1 0.0 0.109
H 0.764 -9.266 -1.962 0.0 0.0 0.0 0.110
H -0.936 -9.906 -3.674 0.0 0.0 0.0 0.113
H -2.020 -8.097 -5.008 0.0 0.0 0.0 0.106
H -1.352 -5.740 -4.577 0.0 0.0 0.0 0.103
N -2.217 -0.353 -3.579 0.2 0.0 0.1 0.035
C -1.102 0.067 -4.183 0.0 0.0 0.1 -0.148
C -0.924 0.054 -5.555 0.0 0.0 0.0 -0.054
C -1.956 -0.421 -6.348 0.0 0.0 -0.1 -0.056
C -3.120 -0.862 -5.739 0.0 0.0 0.0 -0.056
C -3.201 -0.807 -4.359 -0.1 0.0 0.2 -0.143
H -0.317 0.429 -3.528 0.0 0.0 -0.1 0.100
H -0.001 0.408 -5.990 0.0 0.0 0.0 0.110
H -1.855 -0.447 -7.424 0.0 0.0 0.0 0.114
H -3.948 -1.239 -6.321 0.0 0.0 0.0 0.110
H -4.096 -1.137 -3.843 0.0 0.0 -0.1 0.108
N -2.070 8.403 -0.615 -0.3 -0.1 -0.1 0.034
C -2.784 9.142 0.233 0.1 0.0 0.1 -0.141
C -4.075 9.575 -0.025 0.0 0.0 0.0 -0.062
C -4.657 9.226 -1.232 -0.1 0.0 0.0 -0.073
C -3.929 8.460 -2.127 0.0 0.0 0.0 -0.071
C -2.646 8.076 -1.771 0.1 -0.1 0.0 -0.150
H -2.287 9.397 1.163 0.0 0.0 0.0 0.109
H -4.607 10.172 0.702 0.0 0.0 0.0 0.105
H -5.662 9.547 -1.472 0.0 0.0 0.0 0.108
H -4.344 8.168 -3.081 0.0 0.0 0.0 0.102
H -2.042 7.475 -2.443 0.0 0.0 0.0 0.104
N 5.929 -9.139 -3.812 0.0 0.0 0.0 0.060
C 4.664 -9.548 -3.761 0.0 -0.1 0.0 -0.145
C 3.576 -8.688 -3.789 0.1 0.0 0.0 -0.069
C 3.817 -7.328 -3.875 0.0 0.1 0.0 -0.086
C 5.128 -6.885 -3.929 0.0 0.0 0.0 -0.075
C 6.143 -7.829 -3.896 0.1 0.0 0.0 -0.151
H 4.522 -10.621 -3.692 -0.1 0.0 0.0 0.106
H 2.569 -9.075 -3.749 0.0 0.0 0.0 0.080
H 2.993 -6.624 -3.899 0.0 0.0 0.0 0.081
H 5.363 -5.831 -3.996 0.0 0.0 0.0 0.090
H 7.184 -7.527 -3.939 0.0 0.1 0.0 0.105
N 1.103 9.901 1.204 0.0 0.0 0.0 0.054
C 1.091 9.135 0.113 -0.1 0.0 0.0 -0.159
C 2.229 8.835 -0.623 0.0 0.0 0.1 -0.071
C 3.441 9.361 -0.210 0.1 0.0 0.0 -0.084
C 3.468 10.162 0.920 0.0 0.0 0.0 -0.076
C 2.276 10.399 1.588 -0.1 0.0 0.1 -0.160
H 0.120 8.746 -0.173 0.1 0.0 -0.1 0.058
H 2.163 8.204 -1.500 0.0 0.0 0.0 0.099
H 4.350 9.153 -0.758 0.0 0.0 0.0 0.104
H 4.392 10.595 1.278 0.0 0.0 0.0 0.100
H 2.254 11.018 2.478 0.1 0.0 0.0 0.102
N -4.560 -7.485 3.319 0.0 0.0 0.0 0.055
C -3.777 -6.471 2.965 0.1 0.0 0.0 -0.158
C -4.220 -5.368 2.250 -0.1 -0.1 0.0 -0.076
C -5.555 -5.319 1.882 0.0 0.0 0.0 -0.083
C -6.385 -6.367 2.242 0.0 0.0 0.0 -0.073
C -5.839 -7.421 2.958 0.0 -0.1 0.1 -0.152
H -2.740 -6.551 3.273 0.0 0.1 0.0 0.101
H -3.539 -4.572 1.995 0.0 0.0 0.0 0.070
H -5.943 -4.475 1.324 0.0 0.0 0.0 0.103
H -7.432 -6.369 1.975 0.0 0.0 0.0 0.102
H -6.453 -8.261 3.263 0.0 0.0 0.0 0.105
```
Positions in Å, forces in eV/Å.

Computed properties:
- lowest unoccupied orbital energy (eV) = -1.98
- HOMO-LUMO gap (Ha) = 0.323
- E_HOMO (eV) = -10.78
- DFT total energy (eV) = -78199.58508
- net charge = +1